*1*
# C7H12

C7H12 as an isolated structure (ωB97M-V with the def2-TZVPD basis set, OMol25).

```
19
Properties=species:S:1:pos:R:3:lowdin_charge:R:1
C 2.676 0.306 -0.598 -0.118
C 1.202 -0.114 -0.741 -0.299
C 0.519 0.219 0.563 -0.076
C -0.652 1.207 0.463 -0.186
C -1.827 0.278 0.686 -0.265
C -1.971 -0.848 -0.305 -0.105
C -1.172 -1.053 0.930 -0.122
H 3.192 0.304 -1.564 0.068
H 3.197 -0.372 0.085 0.072
H 2.755 1.313 -0.174 0.071
H 0.752 0.396 -1.610 0.099
H 1.158 -1.190 -0.950 0.116
H 0.043 -0.831 1.149 0.075
H -0.703 1.713 -0.513 0.108
H -0.582 1.979 1.239 0.104
H -2.711 0.612 1.225 0.131
H -2.942 -1.340 -0.301 0.105
H -1.500 -0.804 -1.286 0.102
H -1.434 -1.773 1.702 0.122
```

Orbital gap: 8.33 eV
Charge: 0

*2*
# C7H12

An isolated molecule of C7H12 (ωB97M-V with the def2-TZVPD basis set, OMol25).

```
19
Properties=species:S:1:pos:R:3:lowdin_charge:R:1
C -1.234 -2.400 0.034 -0.088
C -1.049 -1.034 -0.670 -0.342
C -2.174 -0.268 -1.018 0.038
C 0.318 -0.400 -0.826 -0.243
C 0.589 0.427 0.349 -0.139
C 1.476 1.516 0.200 -0.099
C 1.933 2.184 1.555 -0.118
H -0.536 -3.151 -0.330 0.054
H -2.227 -3.028 -0.070 0.104
H -1.114 -2.157 1.180 0.098
H -3.129 -0.323 -0.463 0.060
H -2.153 0.473 -1.807 0.044
H 1.186 -0.991 -1.001 0.103
H 0.294 0.381 -1.634 0.127
H 0.185 -0.070 1.330 0.144
H 2.052 1.672 -0.722 0.100
H 1.411 1.949 2.453 0.046
H 2.915 1.807 1.687 0.042
H 1.955 3.297 1.627 0.070
```

Orbital gap: 9.63 eV
Charge: 0

*3*
# C7H12

An isolated molecule of C7H12 (ωB97M-V with the def2-TZVPD basis set, OMol25).

```
19
Properties=species:S:1:pos:R:3:lowdin_charge:R:1
C 2.347 0.379 -0.735 -0.110
C 1.064 -0.452 -0.717 -0.232
C 0.273 -0.262 0.579 -0.280
C -0.462 1.097 0.813 -0.124
C -1.767 0.323 1.025 -0.144
C -1.967 -0.555 -0.340 -0.103
C -1.072 -0.991 0.715 -0.237
H 2.899 0.245 -1.672 0.069
H 3.011 0.094 0.089 0.073
H 2.126 1.448 -0.629 0.072
H 0.448 -0.178 -1.582 0.100
H 1.308 -1.517 -0.840 0.115
H 0.922 -0.509 1.426 0.140
H -0.514 1.775 -0.043 0.107
H -0.053 1.656 1.668 0.106
H -2.764 0.586 0.696 0.109
H -2.917 -1.098 -0.381 0.111
H -1.662 -0.088 -1.264 0.098
H -1.220 -1.951 1.192 0.128
```

Orbital gap: 9.71 eV
Charge: 0

*4*
# C7H12

An isolated molecule of C7H12 (ωB97M-V with the def2-TZVPD basis set, OMol25).

```
19
Properties=species:S:1:pos:R:3:lowdin_charge:R:1
C -2.746 0.704 0.478 -0.115
C -2.031 -0.002 -0.689 -0.263
C -0.550 -0.107 -0.354 -0.255
C 0.413 -0.790 -1.341 -0.206
C 1.723 -0.654 -0.685 -0.061
C 2.538 -0.344 0.149 -0.093
C 3.373 0.105 1.261 -0.109
H -3.256 -0.006 1.136 0.069
H -2.019 1.244 1.097 0.067
H -3.483 1.437 0.138 0.065
H -2.462 -0.997 -0.859 0.106
H -2.166 0.560 -1.622 0.105
H -0.441 -0.618 0.610 0.121
H -0.166 0.909 -0.196 0.117
H 0.149 -1.842 -1.505 0.113
H 0.399 -0.299 -2.322 0.113
H 2.723 0.574 2.010 0.079
H 4.109 0.851 0.948 0.074
H 3.895 -0.725 1.746 0.073
```

Orbital gap: 10.33 eV
Charge: 0

Least stable of them? *1*.

*1*
# C7H12

An isolated molecule of C7H12 (ωB97M-V with the def2-TZVPD basis set, OMol25).

```
19
Properties=species:S:1:pos:R:3:lowdin_charge:R:1
C 0.998 -1.297 -0.074 -0.129
C 2.285 -0.682 -0.556 0.028
C -0.292 -0.815 -0.083 -0.299
C 2.447 0.714 -0.041 -0.162
C -1.413 -1.757 0.322 -0.049
C -1.281 1.609 0.247 -0.063
C -0.758 0.428 -0.734 -0.202
H 1.284 -2.320 0.388 0.123
H 3.003 1.532 -0.526 0.082
H 2.894 0.540 0.829 0.031
H 1.513 1.217 0.269 0.059
H -2.224 -1.135 0.496 0.047
H -1.285 -2.417 1.176 0.089
H -1.643 -2.296 -0.548 0.072
H -1.165 1.345 1.357 0.094
H -2.286 1.867 0.108 0.028
H -0.552 2.467 0.101 0.079
H 0.021 0.811 -1.191 0.022
H -1.548 0.189 -1.541 0.151
```

Orbital gap (alpha / beta): 7.72 / 7.72 eV
Charge: 0

*2*
# C7H12

An isolated molecule of C7H12 (ωB97M-V with the def2-TZVPD basis set, OMol25).

```
19
Properties=species:S:1:pos:R:3:lowdin_charge:R:1
C 1.701 -2.006 0.740 -0.087
C 0.694 -1.275 -0.177 -0.212
C 0.509 0.210 -0.004 -0.234
C -0.193 0.891 1.021 -0.122
C -1.717 0.876 1.135 -0.095
C -0.937 0.634 -1.898 0.008
C 0.052 1.097 -1.098 -0.182
H 1.133 -2.525 1.513 0.064
H 2.237 -2.769 0.167 0.068
H 2.359 -1.295 1.225 0.068
H 0.914 -1.461 -1.223 0.100
H -0.308 -1.697 -0.039 0.113
H 0.221 1.115 2.008 0.087
H -1.914 0.177 1.943 0.075
H -2.085 1.871 1.412 0.070
H -2.159 0.525 0.207 0.055
H -0.898 -0.394 -2.253 0.067
H -1.588 1.305 -2.437 0.054
H 0.501 2.022 -1.449 0.101
```

Orbital gap: 6.86 eV
Charge: 0

*3*
# C7H12

An isolated molecule of C7H12 (ωB97M-V with the def2-TZVPD basis set, OMol25).

```
19
Properties=species:S:1:pos:R:3:lowdin_charge:R:1
C 0.592 1.995 -1.070 -0.116
C 1.105 0.551 -0.749 -0.203
C 0.605 0.165 0.639 -0.357
C 1.300 0.433 1.728 0.044
C -0.808 -0.343 0.676 -0.159
C -0.924 -1.583 -0.199 -0.181
C -1.846 -2.505 0.012 -0.026
H -0.069 2.514 -0.386 0.064
H 1.360 2.756 -1.278 0.067
H -0.028 2.076 -1.982 0.066
H 2.232 0.537 -0.775 0.118
H 0.865 0.096 -1.723 0.096
H 0.887 0.247 2.721 0.064
H 2.315 0.810 1.773 0.063
H -1.392 0.340 0.036 0.130
H -1.110 -0.619 1.681 0.118
H -0.326 -1.611 -1.139 0.107
H -2.086 -3.298 -0.694 0.045
H -2.672 -2.561 0.731 0.060
```

Orbital gap: 10.42 eV
Charge: 0

*4*
# C7H12

A 2-piece molecular cluster, C7H12 overall (ωB97M-V with the def2-TZVPD basis set, OMol25).

```
19
Properties=species:S:1:pos:R:3:lowdin_charge:R:1
C 0.886 -0.071 -1.967 -0.062
C -0.539 -0.202 -1.473 -0.265
C -0.919 -0.936 -0.215 -0.207
C 0.193 -1.205 0.791 -0.218
C 0.734 0.087 1.340 -0.010
C -0.060 1.168 0.661 -0.218
C -1.081 0.564 -0.296 -0.207
H 1.177 -0.953 -2.549 0.081
H 0.990 0.805 -2.617 0.081
H 1.617 0.037 -1.158 0.066
H -1.254 -0.324 -2.284 0.131
H -1.781 -1.597 -0.244 0.130
H -0.120 -1.873 1.612 0.117
H 1.081 -1.704 0.362 0.120
H -0.519 0.068 3.495 0.079
H 0.156 0.128 3.175 0.013
H 0.710 1.789 0.166 0.120
H -0.512 1.846 1.406 0.117
H -2.062 1.023 -0.384 0.130
```

Orbital gap: 8.44 eV
Charge: 0

Least stable of them? *2*.

*1*
# C7H12

An isolated molecule of C7H12 (ωB97M-V with the def2-TZVPD basis set, OMol25).

```
19
Properties=species:S:1:pos:R:3:lowdin_charge:R:1
C 1.491 0.969 -1.802 -0.085
C 0.164 0.739 -1.098 -0.344
C -0.230 -0.742 -0.830 -0.078
C -0.442 -0.383 0.642 -0.437
C -1.635 -0.766 1.459 -0.090
C -0.254 -1.190 1.885 -0.091
C 0.130 1.016 0.429 -0.085
H 1.447 0.651 -2.851 0.075
H 2.288 0.396 -1.312 0.078
H 1.778 2.027 -1.781 0.075
H -0.637 1.280 -1.614 0.133
H -1.123 -1.095 -1.358 0.109
H 0.589 -1.446 -1.016 0.112
H -2.279 -1.536 1.038 0.101
H -2.159 -0.011 2.039 0.099
H 0.026 -2.239 1.830 0.100
H 0.190 -0.647 2.717 0.101
H 1.137 1.116 0.854 0.114
H -0.479 1.861 0.769 0.111
```

Orbital gap: 10.92 eV
Charge: 0

*2*
# C7H12

An isolated molecule of C7H12 (ωB97M-V with the def2-TZVPD basis set, OMol25).

```
19
Properties=species:S:1:pos:R:3:lowdin_charge:R:1
C -2.514 0.330 0.111 -0.086
C -1.233 -0.481 -0.010 -0.337
C -0.242 -0.055 -1.132 -0.076
C 0.870 -0.020 -0.083 -0.447
C 2.214 -0.664 -0.237 -0.088
C 2.101 0.792 0.135 -0.090
C -0.125 -0.198 1.052 -0.090
H -3.197 0.164 -0.730 0.075
H -2.280 1.402 0.139 0.077
H -3.051 0.080 1.033 0.075
H -1.459 -1.553 -0.057 0.133
H -0.092 -0.785 -1.936 0.109
H -0.491 0.915 -1.578 0.112
H 2.474 -0.912 -1.266 0.102
H 2.604 -1.366 0.495 0.097
H 2.449 1.593 -0.513 0.101
H 2.178 0.974 1.211 0.105
H -0.300 0.756 1.570 0.115
H 0.095 -0.971 1.796 0.113
```

Orbital gap: 10.86 eV
Charge: 0

*3*
# C7H12

A 2-piece molecular cluster, C7H12 overall (ωB97M-V with the def2-TZVPD basis set, OMol25).

```
19
Properties=species:S:1:pos:R:3:lowdin_charge:R:1
C -2.186 -1.672 -0.196 -0.041
C -0.339 2.013 0.274 -0.092
C 0.575 1.387 1.035 -0.073
C 1.427 0.492 0.173 -0.376
C 1.526 -0.959 0.648 -0.059
C 0.811 0.676 -1.185 -0.081
C -0.192 1.565 -1.119 -0.101
H -2.784 -1.956 -1.064 0.017
H -1.823 -0.645 -0.301 0.000
H -2.785 -1.754 0.715 0.021
H -1.080 2.725 0.622 0.097
H 0.705 1.501 2.106 0.106
H -1.328 -2.355 -0.134 0.012
H 2.445 0.915 0.140 0.153
H 0.541 -1.429 0.701 0.056
H 1.982 -1.010 1.641 0.077
H 2.141 -1.555 -0.034 0.078
H 1.166 0.161 -2.071 0.108
H -0.803 1.901 -1.950 0.098
```

Orbital gap: 9.59 eV
Charge: 0

*4*
# C7H12

C7H12 as an isolated structure (ωB97M-V with the def2-TZVPD basis set, OMol25).

```
19
Properties=species:S:1:pos:R:3:lowdin_charge:R:1
C -2.567 -0.267 0.152 -0.069
C -1.061 -0.232 0.048 -0.361
C -0.235 0.562 -1.005 -0.066
C 0.915 0.317 -0.023 -0.457
C 1.759 -0.905 -0.175 -0.108
C 2.395 0.443 0.103 -0.066
C -0.097 0.322 1.116 -0.092
H -2.960 -0.829 -0.703 0.075
H -3.048 0.714 0.178 0.073
H -2.844 -0.821 1.058 0.077
H -0.745 -1.277 -0.059 0.130
H -0.166 0.164 -2.023 0.110
H -0.530 1.620 -1.041 0.113
H 1.889 -1.306 -1.181 0.106
H 1.619 -1.668 0.589 0.105
H 2.996 0.890 -0.685 0.097
H 2.764 0.651 1.106 0.101
H -0.328 1.355 1.411 0.118
H 0.097 -0.281 2.012 0.116
```

Orbital gap: 10.94 eV
Charge: 0

Least stable of them? *4*.

*1*
# C7H12

An isolated molecule of C7H12 (ωB97M-V with the def2-TZVPD basis set, OMol25).

```
19
Properties=species:S:1:pos:R:3:lowdin_charge:R:1
C -2.528 0.304 0.105 -0.085
C -1.230 -0.475 -0.026 -0.345
C -0.219 0.018 -1.098 -0.080
C 0.872 -0.009 -0.028 -0.438
C 2.204 -0.678 -0.155 -0.090
C 2.118 0.811 0.059 -0.090
C -0.159 -0.249 1.074 -0.082
H -3.169 0.164 -0.774 0.075
H -2.324 1.378 0.204 0.078
H -3.095 -0.010 0.990 0.075
H -1.442 -1.543 -0.150 0.134
H -0.068 -0.639 -1.961 0.110
H -0.449 1.028 -1.460 0.113
H 2.501 -1.031 -1.141 0.100
H 2.553 -1.298 0.668 0.100
H 2.367 1.467 -0.771 0.100
H 2.394 1.199 1.037 0.101
H -0.358 0.649 1.672 0.114
H 0.033 -1.087 1.753 0.110
```

Orbital gap: 10.93 eV
Charge: 0

*2*
# C7H12

An isolated molecule of C7H12 (ωB97M-V with the def2-TZVPD basis set, OMol25).

```
19
Properties=species:S:1:pos:R:3:lowdin_charge:R:1
C 0.335 -1.668 -1.644 -0.099
C 0.850 -0.799 -0.476 -0.208
C -0.216 0.179 0.020 -0.268
C -0.347 0.428 1.339 -0.100
C 0.302 -0.413 2.413 -0.106
C -1.083 2.395 -0.811 0.013
C -0.717 1.121 -0.986 -0.154
H 0.204 -1.132 -2.586 0.060
H 1.122 -2.369 -1.923 0.067
H -0.606 -2.088 -1.305 0.080
H 1.120 -1.459 0.352 0.088
H 1.758 -0.231 -0.667 0.119
H -0.839 1.329 1.687 0.096
H -0.067 -0.065 3.378 0.066
H 0.061 -1.464 2.262 0.075
H 1.390 -0.310 2.473 0.079
H -1.584 2.869 -1.642 0.052
H -0.882 2.861 0.144 0.051
H -0.799 0.815 -2.027 0.090
```

Orbital gap: 9.48 eV
Charge: 0

Least stable of them? *2*.

*1*
# C2H4N4OS

An isolated molecule of C2H4N4OS (ωB97M-V with the def2-TZVPD basis set, OMol25).

```
12
Properties=species:S:1:pos:R:3:lowdin_charge:R:1
C -0.127 -0.182 -0.144 -0.419
C 0.204 1.242 -0.093 -0.671
H -0.575 -2.473 0.062 0.050
H -2.349 -2.222 0.315 0.145
H 2.651 -0.002 0.587 0.125
H -0.499 3.330 0.245 -0.113
N -1.426 -2.096 -0.269 0.002
N -1.269 -0.752 -0.301 -0.040
N 2.034 0.250 -0.142 -0.040
N 1.473 1.459 -0.054 0.075
O 1.082 -0.779 -0.139 0.021
S -1.198 2.225 -0.067 0.865
```

Orbital gap: 8.71 eV
Charge: 0

*2*
# C2H4N4OS

An isolated molecule of C2H4N4OS (ωB97M-V with the def2-TZVPD basis set, OMol25).

```
12
Properties=species:S:1:pos:R:3:lowdin_charge:R:1
C -0.851 0.500 -0.052 -0.274
C 1.326 0.198 -0.134 -0.761
H -3.063 -1.218 0.284 -0.043
H -1.406 -1.343 0.494 0.117
H 2.285 -1.629 0.198 -0.086
H 1.761 2.111 0.525 0.187
N -2.313 -1.181 -0.223 0.006
N -2.056 0.303 -0.528 0.056
N 0.308 -0.541 0.049 0.085
N 1.168 1.572 -0.179 -0.036
O -0.130 1.766 -0.143 -0.040
S 2.973 -0.537 -0.292 0.789
```

Orbital gap: 9.03 eV
Charge: 0

Least stable of them? *2*.

*1*
# C3H7O2

An isolated ion of composition C3H7O2 and charge -1 (ωB97M-V with the def2-TZVPD basis set, OMol25).

```
12
Properties=species:S:1:pos:R:3:lowdin_charge:R:1
C 1.228 -1.064 0.340 -0.191
O 0.213 -0.904 -0.624 -0.225
H 1.827 -0.151 0.333 0.071
H 1.754 -1.969 0.032 0.064
H 0.835 -1.247 1.350 0.057
O 0.270 1.436 -0.607 -0.250
C -0.504 0.410 -0.404 -0.693
C -1.198 0.358 0.993 -0.094
H -1.360 0.358 -1.150 0.105
H -1.542 -0.688 1.080 0.057
H -0.478 0.519 1.794 0.049
H -2.051 1.027 0.974 0.049
```

Orbital gap: 7.00 eV
Charge: -1

*2*
# C3H7O2

A 3-piece molecular cluster, C3H7O2 overall (ωB97M-V with the def2-TZVPD basis set, OMol25).

```
12
Properties=species:S:1:pos:R:3:lowdin_charge:R:1
C 2.322 0.470 0.540 -0.137
O 3.472 0.876 0.525 -0.070
H 1.582 0.608 -0.239 0.063
H 1.940 0.220 1.536 0.070
H 0.435 -2.430 -2.989 0.000
C -2.171 0.836 0.806 -0.132
C -1.234 0.032 0.162 -0.566
O -0.249 -0.558 0.696 -0.244
H -2.703 1.611 0.258 -0.033
H -2.341 0.849 1.882 -0.016
H -1.427 -0.058 -0.923 0.057
H 0.374 -2.454 -2.252 0.008
```

Orbital gap: 6.35 eV
Charge: -1

Least stable of them? *2*.